An isolated ion of composition CH4NO and charge -1 in a non-equilibrium geometry, computed with ωB97M-V/def2-TZVPD.

Geometry as XYZ:
```
7
Properties=species:S:1:pos:R:3:forces:R:3
C -0.1394 0.4129 -0.4180 4.41 1.44 0.41
N 0.5080 -0.4044 0.6932 -1.91 1.37 -0.06
O -0.6661 -0.7839 1.4634 0.81 -0.53 0.09
H -1.1003 0.7182 -0.0739 -0.53 0.12 0.16
H 0.5793 1.4049 -0.6451 -1.77 -2.02 0.59
H -0.1305 -0.0858 -1.3665 -0.50 -0.56 -0.75
H 0.9491 -1.2619 0.3469 -0.51 0.17 -0.45
```
Positions in Å, forces in eV/Å.

The calculated total energy comes out at -4636.43544 eV. As for the HOMO energy: -0.0365 Eh. Its SMILES is CN[O-]. As for the multiplicity: 1. The total charge is -1.

=====

A 2-piece molecular cluster, CH4NO2 overall in a non-equilibrium geometry, computed with ωB97M-V/def2-TZVPD.

Geometry as XYZ:
```
8
Properties=species:S:1:pos:R:3:forces:R:3
C 0.5899 0.6133 -0.7638 1.13 -2.63 1.27
N -0.2000 -1.1899 0.3424 1.65 -0.51 0.91
O -1.3001 -0.5726 0.9527 -0.93 3.08 -0.73
O -0.2890 1.3487 -0.3495 -1.15 2.66 0.52
H 0.4041 0.0676 -1.6912 0.57 -0.16 -0.29
H 1.6769 0.6286 -0.3372 -1.43 0.01 -0.71
H 0.3850 -1.3757 1.2257 -0.26 0.36 -1.57
H -1.2668 0.4800 0.6209 0.44 -2.81 0.61
```
Positions in Å, forces in eV/Å.

The calculated total energy comes out at -6683.73979 eV. As for the HOMO energy: -0.0655 Eh. As for the multiplicity: 1. The total charge is -1.

=====

A 2-piece molecular cluster, CH4NO2 overall in a non-equilibrium geometry, computed with ωB97M-V/def2-TZVPD.

Geometry as XYZ:
```
8
Properties=species:S:1:pos:R:3:forces:R:3
O 2.0983 0.2997 -0.9098 -0.09 -0.18 0.60
H 2.3753 0.4410 -0.0029 0.75 0.44 0.20
C -0.5451 -0.5284 0.0656 0.90 1.00 -0.95
N -1.6693 0.3789 -0.3602 -0.56 -1.03 0.14
O -0.3328 -0.4872 1.2666 -0.40 -0.45 0.77
H 1.2682 -0.1581 -0.6284 -0.67 -0.34 -1.01
H -2.2095 0.4459 0.4988 -0.17 0.76 0.20
H -1.3871 1.2953 -0.6960 0.25 -0.20 0.05
```
Positions in Å, forces in eV/Å.

The calculated total energy comes out at -6686.29799 eV. As for the HOMO energy: -0.0743 Eh. As for the multiplicity: 1. The total charge is -1.

=====

A 2-piece molecular cluster, CH4NO2S overall in a non-equilibrium geometry, computed with ωB97M-V/def2-TZVPD.

Geometry as XYZ:
```
9
Properties=species:S:1:pos:R:3:forces:R:3
C -1.5797 0.1819 0.0690 -0.89 0.88 1.22
N -0.2276 -0.3280 0.3727 -0.27 -2.15 -1.28
O 2.9359 -1.1278 -0.4851 -0.20 -0.17 0.14
O 2.7032 1.3072 -0.3335 -0.34 -1.78 1.09
S 2.4371 -0.0135 0.2972 -0.59 2.14 -1.32
H -1.5498 1.2545 0.3541 -0.06 -0.17 -0.40
H -2.1330 0.1537 -0.9214 1.21 -0.22 0.20
H -0.1026 -1.2845 -0.1114 -0.37 1.69 0.90
H -2.4836 -0.1434 0.7584 1.51 -0.21 -0.54
```
Positions in Å, forces in eV/Å.

The calculated total energy comes out at -17520.92581 eV. As for the HOMO energy (spin up / spin down): -0.0886 / -0.0888 Eh. As for the multiplicity: 1. The total charge is -1.

=====

CH4NO2Si as an isolated structure in a non-equilibrium geometry, computed with ωB97M-V/def2-TZVPD.

Geometry as XYZ:
```
9
Properties=species:S:1:pos:R:3:forces:R:3
C -1.5709 -0.4123 -0.0247 0.39 -0.34 -0.64
N 1.7447 -0.8994 -0.3900 -1.47 -1.02 1.14
O -2.3452 -0.6109 -0.9545 -0.26 -0.17 -0.48
O -1.7065 0.2740 1.0070 0.41 0.27 0.81
Si 0.2213 -1.1318 0.2162 0.88 1.28 -2.03
H 1.8974 -0.9932 -1.3768 -0.04 0.72 -0.50
H 1.1323 3.0853 0.1269 -0.95 -0.56 -0.08
H 0.4690 2.6854 0.0758 0.94 0.55 0.09
H 0.1578 -1.9973 1.3200 0.10 -0.73 1.70
```
Positions in Å, forces in eV/Å.

The calculated total energy comes out at -14564.21955 eV. As for the HOMO energy: -0.1398 Eh. As for the multiplicity: 1. The total charge is -1.

=====

CH4NO2Si as an isolated structure in a non-equilibrium geometry, computed with ωB97M-V/def2-TZVPD.

Geometry as XYZ:
```
9
Properties=species:S:1:pos:R:3:forces:R:3
C 2.9552 -0.2491 -0.1528 -1.21 0.16 -0.34
N -0.2594 -0.3423 0.8649 2.79 -0.62 3.32
O 3.3073 0.3080 0.8689 0.01 0.18 0.39
O 3.4439 -1.0020 -0.9746 -0.35 0.09 -0.11
Si 0.6521 0.4487 -0.3533 2.72 1.63 0.73
H -1.2133 -0.4500 1.0337 -1.57 0.11 -0.03
H 0.2736 -0.3999 1.8152 -1.38 0.04 -2.41
H 0.8308 2.1071 0.0730 -0.50 -1.77 -0.70
H -0.2661 0.3288 -1.4705 -0.50 0.18 -0.85
```
Positions in Å, forces in eV/Å.

The calculated total energy comes out at -14565.29592 eV. As for the HOMO energy: -0.1020 Eh. As for the multiplicity: 1. The total charge is -1.

=====

A single CH4NO3P molecule in a non-equilibrium geometry, computed with ωB97M-V/def2-TZVPD.

Geometry as XYZ:
```
10
Properties=species:S:1:pos:R:3:forces:R:3
C 0.0003 0.9021 1.7616 -0.92 5.19 -1.99
N 0.0343 0.6123 0.4104 -0.83 0.55 -2.72
O 0.2964 0.2922 -2.1028 -0.67 1.81 0.23
O -0.2952 -1.7159 -0.8273 -0.59 -0.11 -0.37
O 0.2650 0.1052 2.6764 0.54 -3.21 3.16
P 0.7716 -0.4532 -0.7986 1.22 -1.28 3.95
H -0.7443 1.8002 2.0344 1.20 -2.14 -0.24
H 0.1784 -0.4059 -2.7156 -0.49 -0.94 -1.63
H -0.1337 -2.5761 -0.4032 0.45 0.77 -0.14
H -0.3729 1.4391 -0.0352 0.08 -0.63 -0.25
```
Positions in Å, forces in eV/Å.

The calculated total energy comes out at -18019.54727 eV. As for the HOMO energy (spin up / spin down): -0.2003 / -0.3335 Eh. Its expectation value of S² is 2.01. As for the multiplicity: 3.

=====

A 2-piece molecular cluster, CH4NO3PS overall in a non-equilibrium geometry, computed with ωB97M-V/def2-TZVPD.

Geometry as XYZ:
```
11
Properties=species:S:1:pos:R:3:forces:R:3
C -0.0003 -0.4704 0.1744 0.67 -0.70 -1.26
N -0.6576 0.7606 -0.1416 0.42 0.32 1.25
O -0.4982 2.7102 -1.7934 2.07 0.78 1.32
O -1.6505 0.4984 -2.5113 -0.96 0.33 0.11
O 0.8345 0.6554 -2.3723 0.96 -0.08 0.23
P -0.4787 1.0738 -1.7868 0.36 0.10 -0.90
S 0.8997 2.3980 1.9470 -0.63 -0.54 -1.01
H 0.4826 -0.9133 -0.7734 -1.41 -0.31 0.89
H 0.9600 -0.2965 0.6136 0.56 0.31 1.22
H -0.6059 -1.1391 0.8349 0.42 0.22 -0.58
H 0.3751 2.9228 -1.2746 -2.45 -0.42 -1.27
```
Positions in Å, forces in eV/Å.

The calculated total energy comes out at -28856.94654 eV. As for the HOMO energy (spin up / spin down): 0.0140 / 0.0149 Eh. As for the multiplicity: 1. The total charge is -2.

=====

An isolated ion of composition CH4NO3S and charge -1 in a non-equilibrium geometry, computed with ωB97M-V/def2-TZVPD.

Geometry as XYZ:
```
10
Properties=species:S:1:pos:R:3:forces:R:3
C 0.3133 -1.0175 1.0233 -3.18 -2.28 -0.35
N 0.2581 -0.1481 -1.1745 1.23 2.29 0.21
O -1.5302 1.6892 -0.3101 0.23 0.22 0.19
O 0.3928 2.4915 -1.6257 -0.02 0.23 0.28
O 0.8898 -0.9776 -0.2289 0.45 -0.32 -0.42
S -0.0545 1.7534 -0.4368 -0.30 -1.66 -1.22
H 0.5097 -0.2117 1.6583 0.10 1.87 0.68
H 0.7710 -1.8726 1.5279 -0.21 -0.30 -0.02
H -0.9027 -1.1878 0.9532 2.79 0.41 0.25
H -0.6473 -0.5188 -1.3868 -1.09 -0.46 0.40
```
Positions in Å, forces in eV/Å.

The calculated total energy comes out at -19568.11933 eV. As for the HOMO energy: -0.1265 Eh. As for the multiplicity: 1. The total charge is -1.

=====

An isolated ion of composition CH4NO3S and charge -1 in a non-equilibrium geometry, computed with ωB97M-V/def2-TZVPD.

Geometry as XYZ:
```
10
Properties=species:S:1:pos:R:3:forces:R:3
C 1.2044 -0.6686 0.0895 -1.36 -1.90 -0.32
S -0.3586 0.1384 -0.6705 2.23 1.01 1.88
O 0.1144 0.2990 -2.0182 -0.01 0.57 -0.93
O -1.3450 -0.8825 -0.4370 -1.31 -0.44 0.34
N -0.6787 1.6238 0.0006 -0.06 -2.43 -1.77
O -1.3422 1.3612 1.2348 0.95 0.97 2.09
H 1.2786 -1.7125 -0.3951 -0.06 1.74 0.25
H 2.0262 -0.0448 -0.1694 0.70 0.40 -0.23
H 1.2146 -0.9242 1.1611 -0.42 0.69 -0.19
H -2.1136 0.8103 1.2041 -0.65 -0.61 -1.13
```
Positions in Å, forces in eV/Å.

The calculated total energy comes out at -19568.14829 eV. As for the HOMO energy: -0.1258 Eh. Its SMILES is C[S@@](=O)([O-])=NO. As for the multiplicity: 1. The total charge is -1.